1.
Here is a cluster of 8 separate species, C8H32N6O8 in total from OMol25. Energies are from ωB97M-V/def2-TZVPD.

Each line ends with the natural charge from an NBO analysis.
Geometry (Å):
C: -4.306 0.699 0.824  -0.2378
O: -3.866 0.639 -0.508  -0.7414
H: -3.602 1.319 1.418  0.1212
H: -5.223 1.282 0.881  0.1867
H: -4.319 -0.288 1.293  0.1615
H: -2.928 0.387 -0.523  0.4949
C: 0.182 -0.200 -0.951  -0.2423
O: -1.141 0.333 -0.833  -0.7730
H: 0.754 0.530 -1.526  0.1711
H: 0.621 -0.407 0.023  0.1599
H: 0.127 -1.117 -1.532  0.2054
H: -1.086 1.279 -0.622  0.4862
C: -0.241 2.778 -3.476  -0.2653
O: -0.704 3.931 -4.162  -0.7317
H: 0.631 2.282 -3.906  0.1640
H: -0.084 2.938 -2.405  0.1757
H: -1.088 2.084 -3.541  0.1716
H: -0.978 4.593 -3.522  0.4737
C: -1.779 -0.644 -4.505  -0.2533
O: -3.145 -1.026 -4.422  -0.7214
H: -1.421 -0.432 -3.493  0.1668
H: -1.237 -1.528 -4.841  0.1761
H: -1.527 0.181 -5.173  0.1641
H: -3.651 -0.268 -4.113  0.4678
C: 3.674 -2.860 -1.147  -0.2498
O: 2.744 -1.817 -0.972  -0.7647
H: 3.516 -3.281 -2.139  0.1843
H: 4.726 -2.567 -1.018  0.1433
H: 3.561 -3.614 -0.356  0.1616
H: 2.360 -1.918 -0.077  0.5027
C: -0.897 -1.536 3.834  0.7767
O: -0.252 -2.308 4.544  -0.6991
N: -2.015 -0.896 4.287  -0.8446
N: -0.503 -1.238 2.574  -0.8645
H: -2.560 -0.262 3.738  0.3963
H: -2.216 -1.098 5.250  0.4101
H: 0.280 -1.669 2.095  0.4410
H: -0.818 -0.406 2.099  0.3847
C: -0.060 3.091 0.087  0.7604
O: -0.959 3.481 -0.652  -0.6601
N: -0.351 2.488 1.290  -0.8600
N: 1.260 3.135 -0.256  -0.8346
H: 0.336 2.394 2.019  0.3951
H: -1.313 2.639 1.554  0.4106
H: 1.571 3.198 -1.206  0.4206
H: 1.884 2.736 0.425  0.3863
C: 2.924 -2.159 2.579  0.7951
O: 2.070 -2.252 1.684  -0.7381
N: 2.555 -1.727 3.816  -0.8329
N: 4.245 -2.362 2.376  -0.8295
H: 1.567 -1.746 4.043  0.4424
H: 3.243 -1.838 4.539  0.3776
H: 4.568 -2.551 1.446  0.4148
H: 4.867 -2.398 3.160  0.3939

Computed properties:
SMILES string: NC(N)=O.NC(N)=O.NC(N)=O.CO.CO.CO.CO.CO
Energy relative to the best compared isomer or geometry (same formula, charge and spin), kcal per mole: 10.4
Total energy, eV: -34136.53750
Kohn-Sham gap, eV: 9.897



2.
Here is a structure of composition C8H32O12 from OMol25. Energies are from ωB97M-V/def2-TZVPD.

Each line ends with the natural charge from an NBO analysis.
Geometry (Å):
O: -0.506 -2.059 -3.350  -0.9372
H: -0.282 -1.304 -3.911  0.4798
H: -0.161 -1.823 -2.478  0.4420
O: 0.065 -0.140 -1.213  -1.0435
H: 0.595 0.464 -0.668  0.4728
H: -0.073 -0.919 -0.646  0.4603
O: -0.006 -2.097 -0.450  -0.8997
H: 0.870 -2.493 -0.399  0.4995
H: -0.479 -2.439 0.331  0.5173
O: -0.868 3.055 -2.215  -0.9791
H: -0.811 3.297 -1.269  0.4821
H: -0.879 2.090 -2.222  0.4790
C: -1.977 -3.122 2.497  -0.0982
C: -2.849 -2.933 1.282  -0.0926
O: -2.975 -1.508 1.075  -0.7663
O: -0.679 -2.560 2.335  -0.7583
H: -1.823 -4.182 2.696  0.1896
H: -2.463 -2.644 3.352  0.1912
H: -3.846 -3.374 1.300  0.1908
H: -2.324 -3.283 0.385  0.1665
H: -3.156 -1.291 0.158  0.4930
H: -0.726 -1.600 2.421  0.5088
C: 0.793 3.751 0.939  -0.0987
C: 1.794 2.864 0.234  -0.1048
O: 1.618 1.513 0.665  -0.7560
O: -0.564 3.506 0.505  -0.7257
H: 0.923 4.821 0.736  0.1854
H: 0.980 3.727 2.018  0.1785
H: 2.775 3.299 0.450  0.1878
H: 1.763 2.890 -0.859  0.2052
H: 2.477 1.081 0.727  0.4980
H: -1.039 4.264 0.864  0.4825
C: 3.391 -1.123 -4.094  -0.0792
C: 2.164 -0.291 -3.796  -0.0988
O: 0.983 -1.069 -3.725  -0.7507
O: 4.609 -0.407 -4.255  -0.7106
H: 3.283 -1.752 -4.981  0.1829
H: 3.508 -1.838 -3.266  0.1473
H: 1.976 0.522 -4.511  0.1708
H: 2.314 0.242 -2.844  0.1473
H: 0.490 -0.764 -2.942  0.5059
H: 4.959 -0.247 -3.375  0.4595
C: -0.915 1.076 3.188  -0.0938
C: -1.888 0.256 4.003  -0.0896
O: -3.065 -0.047 3.282  -0.7368
O: -0.275 0.293 2.188  -0.7826
H: -0.143 1.539 3.815  0.1588
H: -1.495 1.904 2.771  0.1732
H: -2.084 0.850 4.898  0.1811
H: -1.419 -0.659 4.385  0.1554
H: -2.822 -0.209 2.355  0.4993
H: 0.262 0.876 1.611  0.5104

Computed properties:
Energy relative to the best compared isomer or geometry (same formula, charge and spin), kcal per mole: 125.5
Total energy, eV: -33378.56056
Kohn-Sham gap, eV: 8.230



3.
Here is a cluster of 8 separate species, C8H32O8 in total from OMol25. Energies are from ωB97M-V/def2-TZVPD.

Each line ends with the natural charge from an NBO analysis.
Geometry (Å):
C: 0.791 1.638 3.475  -0.2463
O: -0.405 2.065 2.817  -0.7368
H: 1.126 0.682 3.069  0.1687
H: 1.578 2.385 3.354  0.1644
H: 0.542 1.552 4.530  0.1762
H: -0.131 2.293 1.922  0.4725
C: -2.832 2.356 0.760  -0.2553
O: -3.096 3.363 -0.211  -0.7261
H: -3.771 1.847 0.960  0.1736
H: -2.084 1.650 0.382  0.1608
H: -2.446 2.790 1.683  0.1821
H: -2.352 3.971 -0.229  0.4629
C: -3.050 -1.038 -1.908  -0.2452
O: -3.579 -0.957 -3.227  -0.7194
H: -3.382 -1.982 -1.459  0.1534
H: -1.957 -1.053 -1.903  0.1615
H: -3.420 -0.206 -1.319  0.1907
H: -3.226 -1.692 -3.736  0.4591
C: -2.622 -1.446 1.697  -0.2471
O: -1.359 -1.184 1.054  -0.7586
H: -3.321 -1.678 0.888  0.1728
H: -2.503 -2.297 2.357  0.1781
H: -3.030 -0.545 2.149  0.1917
H: -0.754 -1.889 1.296  0.4758
C: 0.847 -3.136 -3.512  -0.2484
O: 0.632 -4.296 -2.704  -0.7255
H: -0.049 -2.507 -3.542  0.1574
H: 1.684 -2.575 -3.110  0.1830
H: 1.069 -3.396 -4.552  0.1679
H: 0.162 -4.948 -3.229  0.4664
C: 1.295 -0.064 -0.916  -0.2515
O: 0.549 0.707 0.040  -0.7673
H: 2.190 -0.469 -0.443  0.1599
H: 0.635 -0.843 -1.304  0.1687
H: 1.556 0.579 -1.756  0.1796
H: -0.191 0.150 0.319  0.4988
C: 3.332 3.436 -2.544  -0.2491
O: 2.673 4.587 -3.011  -0.7130
H: 4.409 3.607 -2.391  0.1571
H: 2.975 3.020 -1.593  0.1613
H: 3.261 2.643 -3.287  0.1792
H: 2.845 5.307 -2.398  0.4651
C: 2.482 -2.199 3.933  -0.2504
O: 3.137 -1.445 2.915  -0.7260
H: 1.464 -1.839 4.073  0.1637
H: 2.497 -3.278 3.734  0.1619
H: 3.107 -2.098 4.818  0.1883
H: 2.719 -1.567 2.059  0.4635

Computed properties:
SMILES string: CO.CO.CO.CO.CO.CO.CO.CO
Energy relative to the best compared isomer or geometry (same formula, charge and spin), kcal per mole: 90.2
Total energy, eV: -25190.88774
Kohn-Sham gap, eV: 10.171



4.
Here is a cluster of 8 separate species, C8H32O8 in total from OMol25. Energies are from ωB97M-V/def2-TZVPD.

Each line ends with the natural charge from an NBO analysis.
Geometry (Å):
C: -4.634 42.078 42.613  -0.2549
O: -3.570 41.215 42.704  -0.7612
H: -5.629 41.686 42.824  0.1651
H: -4.540 42.805 43.420  0.1727
H: -4.604 42.714 41.729  0.1616
H: -3.696 40.508 42.066  0.4894
C: 2.898 36.359 42.615  -0.2987
O: 1.993 36.523 41.551  -0.3179
H: 3.507 35.492 42.359  0.2337
H: 3.579 37.192 42.792  0.2803
H: 2.310 36.190 43.517  0.2413
H: 1.303 37.121 41.845  0.5161
C: 2.505 41.341 46.361  -0.2520
O: 2.421 40.099 45.710  -0.7087
H: 3.414 41.446 46.953  0.1979
H: 2.507 42.125 45.604  0.1673
H: 1.666 41.592 47.010  0.1729
H: 1.529 39.765 45.588  0.4857
C: 0.388 42.015 43.109  -0.2575
O: 0.733 43.377 42.992  -0.6570
H: -0.647 41.970 43.448  0.1825
H: 0.448 41.509 42.146  0.1831
H: 0.983 41.492 43.857  0.1775
H: 0.612 43.813 43.838  0.4744
C: -0.881 37.919 36.965  -0.2520
O: -0.941 39.377 36.906  -0.7317
H: -1.879 37.587 36.678  0.1912
H: -0.118 37.631 36.241  0.1804
H: -0.626 37.495 37.936  0.1467
H: -0.052 39.713 36.771  0.4675
C: -0.375 38.168 45.785  -0.2631
O: -0.396 39.395 45.036  -0.7825
H: -0.156 38.290 46.846  0.2000
H: -1.351 37.696 45.675  0.1920
H: 0.333 37.487 45.314  0.1759
H: -1.243 39.843 45.082  0.5080
C: -4.515 37.973 40.872  -0.2547
O: -3.957 39.258 41.040  -0.7461
H: -5.458 38.025 40.329  0.1844
H: -3.836 37.412 40.230  0.1650
H: -4.725 37.344 41.738  0.1982
H: -3.565 39.506 40.200  0.4879
C: -0.678 38.953 41.384  -0.2820
O: 0.277 38.742 42.355  -0.7009
H: -0.381 38.861 40.339  0.2022
H: -1.571 38.348 41.543  0.1972
H: -1.038 39.977 41.477  0.2014
H: -0.014 39.065 43.211  0.5213

Computed properties:
Charge: +1
Energy relative to the best compared isomer or geometry (same formula, charge and spin), kcal per mole: 57.5
Spin multiplicity: 2
Total energy, eV: -25181.05863
Kohn-Sham gap (spin up / spin down), eV: 9.645 / 2.350



5.
Here is a cluster of 7 separate species, C8H33N2O6P in total from OMol25. Energies are from ωB97M-V/def2-TZVPD.

Each line ends with the natural charge from an NBO analysis.
Geometry (Å):
C: 2.941 2.622 1.872  -0.4179
N: 2.076 1.630 2.524  -0.6361
C: 0.880 1.248 1.768  -0.5379
P: -0.553 2.315 2.196  0.7001
N: -0.212 3.808 1.415  -1.1469
H: 3.961 2.236 1.789  0.1872
H: 2.596 2.849 0.861  0.1800
H: 2.978 3.557 2.436  0.1948
H: 1.771 2.022 3.407  0.3538
H: 0.586 0.224 2.033  0.2089
H: 1.104 1.222 0.699  0.2191
H: -1.505 1.771 1.307  -0.0755
H: 0.469 3.726 0.668  0.3863
H: 0.171 4.439 2.107  0.3812
C: 0.604 4.068 5.501  -0.2522
O: 1.677 4.517 4.678  -0.7353
H: -0.306 4.199 4.921  0.1905
H: 0.701 3.007 5.743  0.1657
H: 0.522 4.642 6.426  0.1639
H: 2.499 4.410 5.162  0.4672
C: 0.183 -1.593 -0.552  -0.2632
O: 1.392 -0.895 -0.832  -0.7245
H: 0.276 -1.995 0.457  0.1723
H: -0.682 -0.925 -0.583  0.1660
H: 0.026 -2.409 -1.261  0.1863
H: 1.327 -0.539 -1.721  0.4636
C: -2.658 -3.931 -2.676  -0.2501
O: -1.464 -3.229 -3.005  -0.7380
H: -2.549 -4.327 -1.668  0.1863
H: -3.527 -3.268 -2.698  0.1631
H: -2.825 -4.761 -3.365  0.1670
H: -1.570 -2.901 -3.901  0.4723
C: -1.662 -6.325 -5.568  -0.2511
O: -1.490 -4.944 -5.858  -0.7295
H: -2.728 -6.485 -5.422  0.1829
H: -1.325 -6.959 -6.392  0.1657
H: -1.137 -6.617 -4.655  0.1674
H: -0.554 -4.782 -5.988  0.4657
C: 0.259 6.383 -2.005  -0.2457
O: 0.274 5.378 -1.004  -0.7333
H: 0.807 5.987 -2.857  0.1807
H: -0.758 6.621 -2.328  0.1623
H: 0.752 7.301 -1.674  0.1608
H: -0.204 5.697 -0.234  0.4755
C: -0.353 -5.005 1.649  -0.2482
O: -1.439 -4.656 0.799  -0.7239
H: -0.716 -5.738 2.366  0.1825
H: 0.471 -5.447 1.083  0.1636
H: 0.017 -4.138 2.204  0.1627
H: -1.103 -4.007 0.175  0.4640

Computed properties:
SMILES string: CNCPN.CO.CO.CO.CO.CO.CO
Total energy, eV: -33381.83930
Kohn-Sham gap, eV: 8.810



Among the records above, which one has the highest total energy? number 4